No. 1
Formula: C18H24N2O3
Source: the OMol25 dataset
Level of theory: wB97M-V/def2-TZVPD

Output
- Energy above the lowest of the compared OMol25 structures with the same formula, charge and spin: 41.1 kJ/mol
- Charge: +2
- Gap between HOMO and LUMO: 6.7 eV

Cartesian coordinates (Å):
C  -3.84  5.75  -3.29
C  -4.33  4.48  -4.02
O  -3.23  3.89  -4.78
C  -2.85  2.70  -4.28
O  -3.24  1.62  -4.68
C  -1.86  2.75  -3.10
C  -1.81  1.40  -2.38
C  -0.79  0.40  -3.03
N  -0.08  -0.32  -1.91
C  1.23  -0.24  -1.74
C  1.84  -0.87  -0.68
C  1.06  -1.60  0.20
C  1.63  -2.30  1.40
C  2.95  -2.75  1.44
C  3.39  -3.34  2.59
N  2.60  -3.46  3.64
O  3.17  -4.08  4.73
C  3.00  -3.31  5.96
C  3.45  -1.85  5.85
C  1.33  -3.04  3.64
C  0.81  -2.45  2.52
C  -0.33  -1.71  -0.02
C  -0.86  -1.05  -1.09
H  -2.76  5.71  -3.10
H  -4.09  6.61  -3.91
H  -4.35  5.91  -2.33
H  -5.09  4.78  -4.75
H  -4.78  3.75  -3.34
H  -0.88  3.14  -3.39
H  -2.27  3.47  -2.38
H  -1.48  1.59  -1.34
H  -2.77  0.88  -2.33
H  -1.29  -0.33  -3.66
H  0.00  0.95  -3.55
H  1.81  0.35  -2.44
H  2.91  -0.83  -0.50
H  3.60  -2.64  0.57
H  4.42  -3.69  2.63
H  1.97  -3.42  6.32
H  3.64  -3.81  6.69
H  3.49  -1.40  6.84
H  2.69  -1.28  5.29
H  4.38  -1.73  5.29
H  0.72  -3.15  4.53
H  -0.21  -2.09  2.54
H  -0.95  -2.28  0.65
H  -1.92  -1.12  -1.29

Mulliken atomic charge list, values in e, 8 entries:
1 C -0.977
2 C -0.317
3 O -0.362
4 C 0.463
5 O -0.530
6 C -0.710
7 C -0.530
8 C -0.810

***

No. 2
Formula: C4H11N3
Source: the OMol25 dataset
Level of theory: wB97M-V/def2-TZVPD

Output
- ⟨S²⟩: 0.77
- Energy above the lowest of the compared OMol25 structures with the same formula, charge and spin: 297.7 kJ/mol
- Charge: +1
- Gap between HOMO and LUMO (alpha / beta): 10.9 / 7.2 eV
- Multiplicity: 2

Cartesian coordinates (Å):
C  -1.52  2.12  -0.71
C  -0.91  0.95  -1.62
C  -0.63  -0.42  -0.85
N  0.76  -0.38  -0.34
C  0.98  -0.78  0.92
N  0.02  -1.75  1.28
N  1.84  -0.11  1.69
H  -1.19  2.11  0.41
H  -2.72  2.06  -0.77
H  -1.15  3.10  -1.14
H  0.10  1.18  -2.07
H  -1.59  0.84  -2.40
H  -1.21  -0.42  0.05
H  -0.81  -1.28  -1.60
H  1.15  0.53  -0.66
H  -0.93  -1.38  1.44
H  -0.14  -2.57  0.76
H  2.61  0.31  1.11

Mulliken atomic charge list, values in e, 8 entries:
1 C -0.947
2 C -0.758
3 C -0.316
4 N -0.084
5 C 0.664
6 N -0.639
7 N -0.347
8 H 0.275

***

No. 3
Formula: C21H21N3O5S
Source: the OMol25 dataset
Level of theory: wB97M-V/def2-TZVPD

Output
- Energy above the lowest of the compared OMol25 structures with the same formula, charge and spin: 40.9 kJ/mol
- SMILES: CCN1C(=O)C[C@@H](C(=O)Nc2ccc(C(=O)O)cc2)S/C1=N\c1ccccc1OC
- Gap between HOMO and LUMO: 8.5 eV

Cartesian coordinates (Å):
C  5.57  -0.58  -1.41
C  5.11  -0.86  0.02
N  3.69  -1.20  0.05
C  3.31  -2.50  0.28
O  4.11  -3.41  0.28
C  1.85  -2.67  0.62
C  0.90  -2.24  -0.48
C  -0.53  -2.12  0.08
O  -0.81  -2.50  1.19
N  -1.39  -1.55  -0.80
C  -2.72  -1.19  -0.60
C  -3.45  -1.58  0.52
C  -4.77  -1.19  0.66
C  -5.37  -0.40  -0.31
C  -6.78  0.04  -0.20
O  -7.35  0.73  -1.01
O  -7.39  -0.40  0.91
C  -4.64  0.00  -1.43
C  -3.33  -0.39  -1.57
S  1.38  -0.61  -1.18
C  2.79  -0.18  -0.14
N  3.04  0.99  0.23
C  2.19  2.08  0.15
C  2.68  3.28  -0.36
C  1.89  4.41  -0.38
C  0.61  4.36  0.13
C  0.11  3.18  0.66
C  0.89  2.03  0.68
O  0.49  0.83  1.20
C  -0.73  0.79  1.92
H  6.63  -0.34  -1.40
H  5.02  0.26  -1.82
H  5.42  -1.45  -2.03
H  5.26  0.01  0.65
H  5.64  -1.72  0.43
H  1.64  -2.06  1.51
H  1.67  -3.71  0.88
H  0.91  -2.95  -1.31
H  -0.99  -1.22  -1.67
H  -2.99  -2.20  1.27
H  -5.34  -1.50  1.52
H  -8.31  -0.08  0.93
H  -5.12  0.61  -2.18
H  -2.76  -0.09  -2.44
H  3.69  3.29  -0.75
H  2.28  5.33  -0.79
H  -0.01  5.24  0.12
H  -0.89  3.17  1.06
H  -1.58  1.00  1.27
H  -0.81  -0.23  2.30
H  -0.72  1.49  2.76

Mulliken atomic charge list, values in e, 8 entries:
1 C -1.061
2 C -0.709
3 N 0.177
4 C 0.593
5 O -0.646
6 C -1.240
7 C 0.199
8 C 0.054

***

No. 4
Formula: C4H8N2O3
Source: the OMol25 dataset
Level of theory: wB97M-V/def2-TZVPD

Output
- Energy above the lowest of the compared OMol25 structures with the same formula, charge and spin: 861.6 kJ/mol
- Gap between HOMO and LUMO: 9.8 eV

Cartesian coordinates (Å):
C  2.31  -0.28  -0.46
C  1.62  -0.49  0.75
C  -0.49  -0.73  -0.09
C  -1.82  1.50  -0.16
H  2.13  -0.83  -1.74
H  3.38  -0.43  -0.26
H  2.39  0.85  -0.85
H  2.20  0.10  1.77
H  1.78  -1.73  1.09
H  -1.69  1.79  0.72
H  -0.97  1.89  -0.83
H  -3.03  1.94  -0.10
N  -1.79  0.11  -0.26
N  -3.02  -0.41  0.03
O  0.33  0.12  0.60
O  -0.27  -1.72  -0.54
O  -3.05  -1.68  0.34

Mulliken atomic charge list, values in e, 8 entries:
1 C -1.014
2 C -0.169
3 C 0.293
4 C -0.843
5 H 0.237
6 H 0.382
7 H 0.262
8 H 0.268

***

Q: Which value of energy above the lowest of the compared OMol25 structures with the same formula, charge and spin does entry 2 give?
A: 297.7 kJ/mol

***

Q: Which of these has the lowest energy above the lowest of the compared OMol25 structures with the same formula, charge and spin?
A: C21H21N3O5S

***

Q: Which value of energy above the lowest of the compared OMol25 structures with the same formula, charge and spin does entry 4 give?
A: 861.6 kJ/mol

***

Q: Which of these has the lowest energy above the lowest of the compared OMol25 structures with the same formula, charge and spin?
A: C21H21N3O5S